An isolated molecule of C4H11NO3 at a distorted geometry. Source: the OMol25 dataset; level of theory: ωB97M-V with the def2-TZVPD basis set.

Last column: natural (NBO) charge in e.
Element x y z (Å)
O -1.716 -1.570 0.472  -0.751
O 1.022 -1.549 -0.206  -0.735
O -2.539 0.289 1.521  -0.807
N -1.155 0.858 -0.194  -0.720
C -2.346 -0.335 0.414  0.604
C 1.135 -0.169 0.091  0.086
C 2.588 0.217 -0.151  -0.616
C 0.190 0.680 -0.774  -0.253
H 0.081 -1.781 -0.179  0.491
H -1.697 1.496 -0.771  0.388
H 2.832 0.116 -1.209  0.210
H -1.384 1.153 0.906  0.471
H -3.104 -0.365 -0.378  0.126
H 0.626 1.675 -0.920  0.201
H 2.778 1.243 0.162  0.206
H 0.098 0.206 -1.755  0.212
H 0.885 0.015 1.148  0.159
H -1.532 -1.729 1.412  0.499
H 3.239 -0.451 0.409  0.227

Cartesian forces (eV/Å) of the 3 atoms listed first:
0.0 -0.1 -0.1
-0.1 0.1 -0.1
-0.6 -1.0 -0.6

For the HOMO-LUMO gap, the calculation gives 0.3820 Ha. As for the SMILES: C[C@H](O)C[NH2+][C@H]([O-])O. Its energy above the lowest of the compared OMol25 structures with the same formula, charge and spin is 58.93 kcal per mole. The LUMO energy is 0.702 eV. As for the spin multiplicity: 1.



An isolated molecule of C5H8O2. Source: the OMol25 dataset; level of theory: ωB97M-V with the def2-TZVPD basis set.

Last column: natural (NBO) charge in e.
Element x y z (Å)
O 1.306 -0.753 1.757  -0.494
O 2.952 0.801 -0.851  -0.475
C 2.770 0.162 0.155  0.345
C 0.192 0.438 -0.021  -0.517
C -2.136 -0.072 -0.881  -0.603
C 1.375 -0.104 0.736  0.488
C -1.053 -0.435 0.131  -0.390
H -1.432 -0.352 1.155  0.213
H 0.001 1.455 0.353  0.241
H -3.015 -0.715 -0.768  0.215
H -2.466 0.966 -0.761  0.203
H 0.472 0.566 -1.072  0.237
H -0.767 -1.486 0.005  0.204
H -1.765 -0.188 -1.907  0.203
H 3.590 -0.302 0.740  0.131

Cartesian forces (eV/Å) of the 3 atoms listed first:
0.1 0.3 -0.4
-0.1 -0.3 0.5
0.2 0.2 -0.3

For the HOMO-LUMO gap, the calculation gives 0.3432 Ha. As for the SMILES: CCCC(=O)C=O. Its energy above the lowest of the compared OMol25 structures with the same formula, charge and spin is 18.70 kcal per mole. The LUMO energy is -0.484 eV. As for the spin multiplicity: 1.



A cluster of 2 separate species, C4H4INO2 in total at a distorted geometry. Source: the OMol25 dataset; level of theory: ωB97M-V with the def2-TZVPD basis set.

Last column: natural (NBO) charge in e.
Element x y z (Å)
I -2.817 1.754 0.432  0.196
O -2.835 -1.950 0.991  -0.525
O -1.267 -2.132 -0.655  -0.542
N -0.223 0.640 -0.430  -0.346
C -1.341 0.440 0.047  -0.113
C 1.932 0.586 0.324  -0.654
C -2.047 -1.948 0.165  1.035
C 0.960 0.349 -0.761  0.049
H 2.672 -0.267 0.354  0.228
H 1.496 0.487 1.276  0.229
H 1.183 0.427 -1.822  0.206
H 2.287 1.614 0.080  0.236

Cartesian forces (eV/Å) of the 3 atoms listed first:
-0.5 1.1 0.2
-1.7 0.3 1.6
1.2 -0.6 -1.5

For the HOMO-LUMO gap (alpha / beta), the calculation gives 0.2903 / 0.2903 Ha. Its energy above the lowest of the compared OMol25 structures with the same formula, charge and spin is 51.35 kcal per mole. The LUMO energy (alpha / beta) is 0.013 / 0.013 eV. As for the spin multiplicity: 1.



The ion C8H14N3 with charge +1 at a distorted geometry. Source: the OMol25 dataset; level of theory: ωB97M-V with the def2-TZVPD basis set.

Last column: natural (NBO) charge in e.
Element x y z (Å)
N -0.422 -2.378 0.844  -0.254
N -1.083 -1.245 1.018  -0.285
N 0.477 1.377 -0.924  -0.487
C 1.745 -3.195 -0.081  -0.642
C -0.742 1.132 0.071  0.113
C 1.552 0.342 -0.738  -0.253
C -0.690 2.236 1.198  -0.601
C -0.485 -0.191 0.549  0.125
C 0.898 -0.767 -0.081  -0.158
C -2.063 1.237 -0.662  -0.638
C 0.709 -2.155 0.230  0.184
H -2.027 -1.376 1.428  0.437
H -1.064 3.206 0.855  0.232
H 0.378 2.311 1.515  0.217
H 1.000 2.223 -0.760  0.437
H -2.039 0.592 -1.534  0.229
H -1.230 1.889 1.997  0.237
H 2.458 -2.766 -0.748  0.216
H 0.140 1.352 -1.829  0.428
H 2.304 0.900 -0.165  0.217
H 2.334 -3.478 0.726  0.243
H -2.928 0.813 0.053  0.250
H 1.969 -0.103 -1.663  0.256
H 1.244 -4.178 -0.386  0.252
H -2.435 2.221 -0.914  0.246

Cartesian forces (eV/Å) of the 3 atoms listed first:
-0.2 -1.5 0.7
-1.9 -0.6 0.5
0.4 -0.6 2.3

For the HOMO-LUMO gap, the calculation gives 0.3398 Ha. As for the SMILES: Cc1n[nH]c2c1C[NH2+]C2(C)C. Its energy above the lowest of the compared OMol25 structures with the same formula, charge and spin is 80.52 kcal per mole. The LUMO energy is -3.114 eV. As for the spin multiplicity: 1. Its charge is +1.



A cluster of 9 separate species, C27H72O9 in total at a distorted geometry. Source: the OMol25 dataset; level of theory: ωB97M-V with the def2-TZVPD basis set.

Last column: Mulliken charge in e.
Element x y z (Å)
O 15.960 -14.482 -16.494  -0.567
O 2.835 -20.053 -11.999  -0.535
O 12.168 -14.602 -20.460  -0.560
O 10.202 -10.153 -22.844  -0.524
O 7.751 -18.526 -8.108  -0.533
O -2.993 -9.773 -14.188  -0.545
O 0.902 -13.577 -18.658  -0.529
O 5.311 -13.048 -15.214  -0.564
O 3.095 -2.838 -13.734  -0.552
C 8.862 -8.806 -24.293  -1.426
C 3.005 -21.386 -11.989  0.793
C 6.999 -16.621 -9.320  -1.196
C 7.006 -14.413 -16.166  -1.260
C 4.253 -3.587 -13.361  0.555
C -1.321 -9.045 -15.670  -1.244
C 16.899 -15.296 -14.546  -1.249
C 1.970 -13.862 -20.823  -1.183
C -0.713 -9.617 -13.347  -1.229
C 8.036 -17.181 -8.287  0.297
C 7.932 -10.194 -22.258  -1.273
C 13.498 -15.705 -21.995  -1.270
C 7.580 -12.212 -15.174  -1.313
C 4.229 -3.858 -11.861  -1.251
C 4.225 -4.878 -14.097  -1.299
C 7.973 -16.336 -7.018  -1.217
C 8.977 -10.088 -23.394  0.644
C 0.723 -14.066 -19.942  0.508
C 4.469 -21.459 -12.256  -1.607
C -0.496 -13.369 -20.543  -1.386
C -1.817 -9.081 -14.232  0.551
C 14.297 -14.886 -14.655  -1.232
C 12.300 -15.781 -21.076  0.361
C 15.627 -15.345 -15.377  0.524
C 2.670 -21.890 -10.645  -1.299
C 6.480 -12.968 -15.951  0.535
C 10.987 -15.919 -21.895  -1.206
H 15.545 -16.279 -15.934  0.202
H 6.858 -18.573 -7.758  0.354
H 9.815 -8.517 -24.737  0.418
H 12.000 -13.892 -21.083  0.349
H 6.912 -10.387 -22.593  0.367
H 7.001 -16.340 -6.524  0.309
H 6.242 -12.500 -16.906  0.266
H 4.278 -2.914 -11.318  0.343
H 14.206 -15.374 -13.684  0.326
H -1.036 -9.764 -12.317  0.362
H 3.566 -19.612 -12.438  0.326
H 5.080 -21.080 -11.438  0.375
H 7.790 -12.639 -14.193  0.332
H -2.068 -8.059 -13.946  0.197
H -0.165 -12.370 -20.829  0.328
H 4.573 -13.247 -15.794  0.321
H 7.099 -16.951 -10.354  0.339
H 3.287 -4.236 -11.465  0.323
H -0.932 -13.969 -21.342  0.318
H 13.360 -15.018 -22.831  0.300
H 7.181 -15.576 -9.571  0.360
H 14.277 -13.815 -14.453  0.356
H 8.305 -11.003 -21.630  0.309
H 10.216 -16.133 -21.155  0.355
H 15.182 -14.187 -16.973  0.279
H 9.047 -16.997 -8.650  0.276
H 14.389 -15.470 -21.413  0.354
H 1.813 -14.416 -21.748  0.323
H 6.441 -14.960 -16.921  0.332
H 16.907 -16.224 -13.975  0.360
H 8.614 -16.785 -6.259  0.344
H -1.731 -8.219 -16.251  0.327
H 11.005 -16.758 -22.591  0.324
H 0.173 -9.002 -13.505  0.317
H 5.061 -5.453 -13.698  0.338
H 13.467 -14.926 -15.359  0.348
H 13.697 -16.724 -22.326  0.363
H 0.070 -13.572 -18.179  0.304
H 2.569 -21.983 -12.791  0.161
H -3.343 -9.715 -13.296  0.316
H 5.145 -2.989 -13.551  0.210
H 2.037 -12.798 -21.051  0.330
H 8.741 -10.964 -23.997  0.184
H 4.648 -20.913 -13.182  0.410
H 5.955 -16.843 -9.100  0.315
H 0.333 -15.076 -19.820  0.231
H 4.876 -22.469 -12.313  0.375
H 10.548 -9.258 -22.814  0.296
H 8.035 -14.492 -16.518  0.336
H 2.918 -13.969 -20.296  0.331
H 7.415 -11.137 -15.116  0.325
H 10.498 -15.077 -22.384  0.333
H 7.801 -9.312 -21.632  0.303
H -1.352 -13.209 -19.887  0.426
H 3.107 -21.329 -9.820  0.303
H 2.831 -22.968 -10.621  0.357
H 3.275 -5.413 -14.079  0.313
H 17.780 -15.460 -15.166  0.353
H 5.140 -4.360 -11.535  0.354
H 3.286 -1.956 -13.405  0.318
H 4.379 -4.902 -15.176  0.346
H 12.355 -16.532 -20.289  0.298
H 8.484 -7.943 -23.745  0.335
H 6.903 -15.045 -15.284  0.325
H 8.133 -8.981 -25.083  0.365
H -0.480 -10.629 -13.678  0.297
H -1.435 -10.003 -16.178  0.312
H 17.031 -14.404 -13.934  0.302
H -0.245 -8.866 -15.677  0.340
H 1.607 -21.851 -10.407  0.338
H 8.341 -15.324 -7.186  0.352
H 8.510 -12.326 -15.732  0.364

Cartesian forces (eV/Å) of the 3 atoms listed first:
-0.1 0.9 0.0
-2.4 3.7 -0.3
0.0 3.4 3.1

For the HOMO-LUMO gap, the calculation gives 0.3741 Ha. As for the SMILES: CC(C)O.CC(C)O.CC(C)O.CC(C)O.CC(C)O.CC(C)O.CC(C)O.CC(C)O.CC(C)O. Its energy above the lowest of the compared OMol25 structures with the same formula, charge and spin is 134.50 kcal per mole. The LUMO energy is 0.393 eV. As for the spin multiplicity: 1.



The ion C3H10N3 with charge +1 at a distorted geometry. Source: the OMol25 dataset; level of theory: ωB97M-V with the def2-TZVPD basis set.

Last column: natural (NBO) charge in e.
Element x y z (Å)
N -1.084 -0.678 2.128  -0.669
N 1.317 0.294 -1.636  -0.729
N -1.069 0.007 0.953  -0.228
C -0.010 0.643 -0.836  -0.055
C -0.795 -0.691 -0.375  -0.234
C 0.100 0.872 0.703  -0.242
H -0.069 1.893 1.074  0.238
H 2.096 0.333 -0.821  0.460
H -1.974 -1.276 2.170  0.393
H 1.389 1.117 -2.268  0.459
H -0.171 -1.203 2.463  0.342
H -0.453 1.377 -1.428  0.228
H -0.084 -1.593 -0.254  0.175
H -1.613 -0.967 -0.937  0.219
H 1.385 -0.664 -2.046  0.463
H 1.035 0.536 1.111  0.179

Cartesian forces (eV/Å) of the 3 atoms listed first:
-0.1 -2.5 2.1
1.1 1.0 3.7
1.4 -0.1 -2.7

For the HOMO-LUMO gap, the calculation gives 0.3066 Ha. As for the SMILES: NN1CC([NH3+])C1. Its energy above the lowest of the compared OMol25 structures with the same formula, charge and spin is 106.21 kcal per mole. The LUMO energy is -3.961 eV. As for the spin multiplicity: 1. Its charge is +1.